Formula: C13H16Br3Cl9O9
Source: the Open Molecules 2025 dataset
Level of theory: ωB97M-V/def2-TZVPD

Positions of all 50 atoms, in Å:
C  20.1806  -18.3986  -4.2071
Br  20.9796  -16.6157  -4.2192
Br  20.6930  -19.3489  -5.9069
Br  18.2716  -18.1374  -3.9495
H  20.5946  -18.8188  -3.2905
C  18.9882  -25.7123  -0.8782
Cl  19.8136  -26.0961  0.6367
Cl  19.9803  -24.4056  -1.6503
Cl  17.2814  -25.1573  -0.5902
H  18.8686  -26.6055  -1.4915
C  16.6290  -12.3817  -6.3074
Cl  18.1909  -12.3677  -7.2482
Cl  15.4439  -12.5087  -7.6127
Cl  16.3682  -10.8568  -5.4620
H  16.5561  -13.2581  -5.6634
C  27.5334  -20.2380  -2.0793
Cl  25.8268  -19.8438  -2.2205
Cl  27.7814  -21.1075  -0.5142
Cl  28.5967  -18.7601  -2.0935
H  27.8519  -20.8833  -2.8979
C  25.1516  -15.3396  -8.6295
C  26.5832  -15.0080  -8.9114
O  27.2822  -16.1516  -8.3368
C  26.4065  -17.1134  -7.9528
O  26.7143  -18.1750  -7.4287
O  25.1550  -16.7133  -8.2719
H  24.4528  -15.2877  -9.4645
H  24.6938  -14.8832  -7.7518
H  26.9570  -14.1158  -8.4091
H  26.7593  -14.9556  -9.9858
C  23.7682  -22.0051  -11.9757
C  22.5138  -21.2680  -12.2305
O  22.2075  -21.6184  -13.5806
C  22.9373  -22.7197  -13.9347
O  22.8200  -23.3628  -14.9697
O  23.8177  -22.9975  -12.9671
H  23.7919  -22.4657  -10.9881
H  24.6798  -21.4195  -12.0946
H  22.5820  -20.1833  -12.1476
H  21.7530  -21.6857  -11.5710
C  14.5086  -17.1577  1.1656
C  14.1593  -18.3546  1.9574
O  13.5584  -17.7178  3.0920
C  13.8264  -16.3602  3.1098
O  13.5953  -15.6101  4.0617
O  14.3226  -16.0665  1.9586
H  13.8486  -17.0780  0.3018
H  15.5437  -17.2428  0.8349
H  15.0733  -18.9034  2.1846
H  13.3916  -18.9129  1.4217

Values from the calculation:
2S+1: 1
E_tot, hartree: -13045.8196
Lowest unoccupied orbital energy, eV: -0.690
E_HOMO, eV: -10.62
Orbital gap, eV: 9.9
Molar mass, g mol⁻¹: 875.1
ΔE to the lowest compared entry with this formula, charge and spin, kJ/mol: 0.0

---

Formula: C13H16BrClIN4O
Source: the Open Molecules 2025 dataset
Level of theory: ωB97M-V/def2-TZVPD

Positions of all 37 atoms, in Å:
C  -1.6969  -3.3564  -4.5480
O  -0.8193  -2.3552  -3.9947
C  -1.5188  -1.6863  -2.9885
N  -0.6216  -0.7451  -2.2908
C  -0.0588  0.3540  -2.8974
C  0.6542  0.9608  -1.9013
I  1.7317  2.7382  -2.1012
N  0.4992  0.1953  -0.7738
Br  1.2735  0.5666  0.8580
C  -0.2949  -0.8616  -1.0174
Cl  -0.7480  -2.0012  0.1453
H  -1.4456  -4.3575  -4.1805
H  -2.7529  -3.1716  -4.3055
H  -1.6159  -3.2996  -5.6366
H  -1.8243  -2.4225  -2.2307
H  -2.3834  -1.1383  -3.3859
H  -0.1774  0.6718  -3.9219
N  4.4561  1.6825  1.9103
C  5.2011  0.5528  2.1389
C  6.3378  0.9281  2.7991
C  6.2777  2.3368  2.9823
C  5.1067  2.7731  2.4273
H  3.5731  1.7053  1.4392
H  4.8576  -0.4144  1.8110
H  7.1269  0.2678  3.1178
H  7.0125  2.9571  3.4676
H  4.6806  3.7594  2.3536
N  -3.2905  -0.1227  1.7477
C  -4.4968  -0.3225  1.1257
C  -5.4437  0.3894  1.8092
C  -4.7863  1.0492  2.8826
C  -3.4610  0.7170  2.8178
H  -2.4206  -0.5279  1.4623
H  -4.5747  -0.9531  0.2554
H  -6.4926  0.4343  1.5680
H  -5.2373  1.6943  3.6178
H  -2.6273  1.0019  3.4373

Values from the calculation:
2S+1: 1
Net charge: +1
E_tot, hartree: -4130.7889
Lowest unoccupied orbital energy, eV: -4.604
E_HOMO, eV: -10.41
Orbital gap, eV: 5.8
Molar mass, g mol⁻¹: 486.6

---

Formula: C13H16BrNO4S
Source: the Open Molecules 2025 dataset
Level of theory: ωB97M-V/def2-TZVPD

Positions of all 36 atoms, in Å:
C  -0.0934  -0.6856  2.1870
N  -0.7410  -0.6890  0.8939
C  -0.4819  -1.5537  -0.1068
O  -1.1369  -1.5880  -1.1339
C  0.6957  -2.5225  0.0632
O  1.8870  -1.9462  0.5508
C  2.5043  -0.9834  -0.1896
C  2.0655  -0.5109  -1.4218
C  2.7845  0.4798  -2.0711
C  3.9334  1.0132  -1.5181
C  4.3580  0.5307  -0.2907
Br  5.9355  1.2455  0.5010
C  3.6633  -0.4541  0.3793
C  -1.7841  0.3180  0.7164
C  -1.5220  1.2452  -0.4832
C  -2.6680  2.2342  -0.5315
S  -4.0922  1.2789  0.1190
O  -5.0845  1.0624  -0.8925
O  -4.5230  1.8764  1.3538
C  -3.1763  -0.2505  0.5079
H  0.5393  -1.5570  2.3131
H  -0.8523  -0.6886  2.9718
H  0.5252  0.2087  2.2994
H  0.4300  -3.3002  0.7861
H  0.8559  -2.9998  -0.9114
H  1.1752  -0.9015  -1.8856
H  2.4385  0.8407  -3.0274
H  4.4900  1.7843  -2.0260
H  3.9973  -0.8298  1.3331
H  -1.7987  0.9271  1.6259
H  -1.5041  0.6414  -1.3908
H  -0.5560  1.7427  -0.3775
H  -2.9074  2.5769  -1.5316
H  -2.5308  3.0773  0.1391
H  -3.6057  -0.7037  1.3945
H  -3.2206  -0.9187  -0.3460

Values from the calculation:
SMILES: CN(C(=O)COc1cccc(Br)c1)[C@H]1CCS(=O)(=O)C1
2S+1: 1
E_tot, hartree: -3832.8822
Lowest unoccupied orbital energy, eV: 0.415
E_HOMO, eV: -9.19
Orbital gap, eV: 9.6
Molar mass, g mol⁻¹: 362.2
ΔE to the lowest compared entry with this formula, charge and spin, kJ/mol: 0.0

---

Formula: C13H16Cl2N2Y
Source: the Open Molecules 2025 dataset
Level of theory: ωB97M-V/def2-TZVPD

Positions of all 34 atoms, in Å:
Y  -0.1333  0.2579  0.2288
Cl  -0.3171  2.6312  -0.6971
Cl  0.8341  1.6426  2.2170
C  1.9745  -0.3078  -0.0872
H  2.4840  -0.8437  -0.9636
H  2.6704  0.0196  0.7517
C  -1.2638  -0.4169  -2.0283
C  -0.0679  -1.0667  -2.1304
H  -2.0266  -0.7356  -1.2937
C  0.9921  -0.6806  -3.1323
H  0.1225  -1.9813  -1.5424
C  0.7644  0.7428  -3.6758
H  2.0096  -0.7747  -2.7442
H  0.8952  -1.3951  -3.9723
C  -0.6944  0.9252  -4.0994
H  1.0065  1.4821  -2.8983
H  1.4313  0.9233  -4.5278
C  -1.6814  0.7157  -2.9373
H  -0.8460  1.9099  -4.5549
H  -0.9288  0.1744  -4.8643
H  -1.7767  1.6804  -2.3926
H  -2.6863  0.4787  -3.3138
N  0.1378  0.2690  7.3452
C  0.1187  0.2285  6.1809
C  -0.0332  -0.0658  4.7958
C  0.9187  -0.8494  4.1291
C  0.5964  -1.3706  2.9008
N  -0.5671  -1.1003  2.2995
C  -1.4676  -0.3238  2.9096
C  -1.2295  0.2361  4.1376
H  1.8674  -1.1233  4.6115
H  1.3437  -2.0102  2.3480
H  -2.4372  -0.1072  2.3686
H  -2.0104  0.8356  4.6315

Values from the calculation:
2S+1: 1
Net charge: -1
E_tot, hartree: -1573.2136
Lowest unoccupied orbital energy (spin up / spin down), eV: 2.460 / 2.124
E_HOMO (spin up / spin down), eV: -2.98 / -1.48
Orbital gap (spin up / spin down), eV: 5.4 / 3.6
Molar mass, g mol⁻¹: 360.1
ΔE to the lowest compared entry with this formula, charge and spin, kJ/mol: 233.5

---

Formula: C13H16ClNO6S
Source: the Open Molecules 2025 dataset
Level of theory: ωB97M-V/def2-TZVPD

Positions of all 38 atoms, in Å:
C  0.4965  2.5930  2.9022
C  1.7583  1.7938  3.2214
C  2.8811  2.7346  3.6551
C  2.2308  0.9787  2.0123
C  1.2070  -0.0516  1.5184
N  1.6613  -0.7766  0.3486
S  1.4494  -0.0026  -1.1124
O  1.6208  1.4143  -0.9896
O  2.2248  -0.7033  -2.0852
C  -0.3033  -0.3162  -1.3587
C  -1.1773  0.7467  -1.4241
C  -2.5392  0.5177  -1.6099
C  -3.4560  1.6832  -1.6671
O  -3.1183  2.8249  -1.4940
O  -4.7247  1.3412  -1.9314
C  -3.0050  -0.7909  -1.7334
C  -2.1280  -1.8557  -1.6625
C  -0.7699  -1.6190  -1.4697
Cl  0.3314  -2.9155  -1.3612
C  0.9236  -1.0763  2.6092
O  1.7348  -1.8319  3.0655
O  -0.3497  -1.0450  3.0059
H  0.2776  3.2845  3.7125
H  0.6362  3.1655  1.9883
H  -0.3640  1.9408  2.7768
H  1.5431  1.1062  4.0482
H  3.1131  3.4339  2.8554
H  3.7817  2.1751  3.8964
H  2.5855  3.3022  4.5342
H  3.1455  0.4409  2.2756
H  2.4467  1.6500  1.1793
H  0.2717  0.4339  1.2315
H  2.5642  -1.2148  0.4561
H  -0.7961  1.7527  -1.3339
H  -5.2801  2.1363  -1.9613
H  -4.0591  -0.9651  -1.8824
H  -2.4804  -2.8705  -1.7530
H  -0.5110  -1.7041  3.7022

Values from the calculation:
SMILES: CC(C)C[C@@H](NS(=O)(=O)c1cc(C(=O)O)ccc1Cl)C(=O)O
2S+1: 1
E_tot, hartree: -1869.5969
Lowest unoccupied orbital energy, eV: -0.249
E_HOMO, eV: -9.90
Orbital gap, eV: 9.6
Molar mass, g mol⁻¹: 349.8
ΔE to the lowest compared entry with this formula, charge and spin, kJ/mol: 13.0

---

Formula: C13H16FeNO5
Source: the Open Molecules 2025 dataset
Level of theory: ωB97M-V/def2-TZVPD

Positions of all 36 atoms, in Å:
O  3.9652  -1.0623  -0.9273
C  3.7437  -0.0210  -1.4039
Fe  3.4355  1.6735  -1.6962
C  4.4679  2.2492  -0.3399
O  5.2899  2.2819  0.4792
C  4.5436  1.7287  -3.0042
O  5.5807  1.4670  -3.4563
C  0.7609  1.0091  -0.0966
C  0.5807  0.3183  -1.3810
C  1.6150  0.8341  -2.3883
C  1.6679  2.2594  -2.5508
C  1.7787  2.9370  -1.3113
C  1.4767  2.1787  -0.1001
H  0.5004  0.3813  0.7890
H  0.5987  -0.7751  -1.2139
H  -0.4442  0.5272  -1.7741
H  1.7733  0.1724  -3.2494
H  1.6768  2.7414  -3.5274
H  1.9857  4.0141  -1.2850
H  1.7229  2.6694  0.8429
C  -5.1891  -3.2619  1.1463
C  -3.8689  -3.0861  1.8507
O  -3.4282  -1.7365  1.4811
C  -2.1562  -1.5001  1.8333
C  -1.8321  -0.0225  1.6943
N  -0.4052  0.1339  1.9444
O  -1.3736  -2.3545  2.2016
H  -5.6597  -4.1796  1.4925
H  -5.8412  -2.4126  1.3606
H  -5.0320  -3.3294  0.0684
H  -3.9865  -3.1054  2.9500
H  -3.1084  -3.8227  1.5451
H  -2.1073  0.3039  0.6816
H  -2.4648  0.4905  2.4328
H  -0.2035  0.9829  2.4697
H  -0.0635  -0.6842  2.4423

Values from the calculation:
2S+1: 5
Net charge: +1
E_tot, hartree: -2199.1703
Lowest unoccupied orbital energy (spin up / spin down), eV: -3.820 / -6.413
E_HOMO (spin up / spin down), eV: -10.32 / -12.04
Orbital gap (spin up / spin down), eV: 6.5 / 5.6
Molar mass, g mol⁻¹: 322.1
ΔE to the lowest compared entry with this formula, charge and spin, kJ/mol: 0.0
<S²>: 6.099

---

Going through the records in order, we get max |F| values of 4.31; 2.75; 0.79; 3.00; 0.82; 8.65 eV/A.